The following is a DFT calculation (wB97M-V/def2-TZVPD) of a single C6H12O molecule.

Structure (XYZ):
```
19
Properties=species:S:1:pos:R:3:forces:R:3:nbo_charge:R:1
C 2.136816 -0.416204 -0.065545 0.0660 -0.1002 -0.0424 -0.60
C 0.974522 0.566979 -0.139867 0.0493 0.0652 -0.0048 -0.40
C -0.413910 -0.048450 -0.181095 0.1046 0.0794 -0.0297 -0.08
C -0.885432 -0.630373 -1.504824 -0.0012 0.0327 0.0257 -0.60
C -0.870173 -0.725086 1.089318 -0.0273 -0.0696 0.1471 -0.44
C -1.384886 0.639731 0.758734 -0.2178 -0.1258 -0.2018 0.08
O -0.934955 1.693336 1.571550 -0.1944 0.1311 -0.0443 -0.71
H 2.177620 -1.089596 -0.928181 -0.0197 0.0936 0.0723 0.20
H 2.058769 -1.034521 0.835597 0.0174 0.0626 -0.1281 0.20
H 3.087773 0.126969 -0.015090 -0.1337 -0.1372 -0.0300 0.21
H 1.092042 1.233355 -1.006018 0.0025 -0.1194 0.0551 0.20
H 1.002167 1.204281 0.750364 0.2002 -0.0992 -0.2260 0.23
H -0.874496 0.109613 -2.315217 0.0233 -0.0269 0.1890 0.21
H -0.238338 -1.461799 -1.816728 -0.0756 0.1593 0.1132 0.21
H -1.903903 -1.033913 -1.437420 0.1697 0.1338 0.0811 0.21
H -0.150776 -0.812453 1.899703 -0.1489 0.1067 -0.0682 0.22
H -1.571683 -1.552327 1.010453 0.1509 0.1190 0.0032 0.22
H -2.427858 0.734222 0.459588 0.1011 -0.0887 -0.0244 0.17
H -0.873302 2.496238 1.034670 -0.0664 -0.2164 0.1129 0.47
```
Positions in Å, forces in eV/Å.

SMILES	CC[C@@]1(C)C[C@H]1O
charge	0
energy above the lowest of the compared OMol25 structures with the same formula, charge and spin	26.81	kcal/mol
2S+1	1
E_LUMO	0.910	eV
E_tot	-311.0165	a.u.
orbital gap	10.37	eV



The following is a DFT calculation (wB97M-V/def2-TZVPD) of a single C18H18ClN3O4 molecule in a non-equilibrium geometry.

Structure (XYZ):
```
44
Properties=species:S:1:pos:R:3:forces:R:3:nbo_charge:R:1
C -4.484809 -1.707712 -4.127258 -0.4440 -0.7780 0.7191 -0.26
O -3.084558 -1.505536 -4.323836 0.5127 0.2294 1.1312 -0.50
C -2.298753 -1.336373 -3.194125 -1.2632 0.2522 1.4786 0.51
C -0.931614 -1.101822 -3.400310 0.2823 -0.2121 0.7171 -0.30
C -0.119082 -0.921477 -2.276459 -0.3748 -0.1076 -0.3307 -0.15
C -0.701751 -0.997889 -1.003668 2.3480 0.7543 -0.4257 0.08
C -2.039481 -1.185745 -0.903493 -0.9172 0.0582 0.8783 0.15
C -2.377391 -1.128451 0.501420 -0.3857 0.0049 0.0603 -0.22
C -1.249211 -0.870812 1.233330 -1.5012 -0.4835 -0.9361 0.16
C -1.321772 -0.951590 2.725389 0.7049 0.4009 1.1146 0.11
N -1.924699 -2.045427 3.236718 -0.3390 -0.5329 1.6519 -0.41
C -2.162777 -2.149843 4.582454 1.1567 1.7831 -2.2492 0.15
Cl -2.868685 -3.574802 5.267342 0.0126 0.0684 -0.4732 0.02
C -1.821368 -1.095610 5.439786 -0.2520 -1.0377 -0.7685 -0.24
C -1.196084 0.015655 4.945625 0.1944 -0.2315 -1.3050 -0.21
C -0.899040 0.100407 3.578134 -0.0519 0.7494 -0.5319 0.31
O -0.390548 1.298885 3.121116 -0.1006 -0.4660 0.3272 -0.71
N -0.176376 -0.729190 0.295590 0.7050 -0.6342 -0.0635 -0.41
C 1.144136 -0.412621 0.622304 -0.0443 0.8791 -0.0304 0.95
O 1.388494 0.238642 1.625755 0.6207 -0.8191 -0.6035 -0.66
O 2.058294 -0.782250 -0.294304 -1.8444 -0.1810 0.2799 -0.51
C 3.467018 -0.659705 -0.046290 1.3087 -0.3739 0.7447 0.26
C 3.925779 0.780663 -0.066083 -0.6112 1.2040 0.8401 -0.65
C 3.838973 -1.327160 1.297291 0.4403 1.2778 0.7771 -0.64
C 4.159325 -1.415050 -1.179364 -0.7375 -0.5241 -0.0226 -0.61
N -2.845008 -1.328229 -1.939751 -0.5024 -0.5643 -3.1076 -0.47
H -4.929393 -0.932940 -3.491637 0.2054 -0.0794 -0.1841 0.19
H -5.003739 -1.745717 -5.092819 0.5858 0.2402 0.0876 0.19
H -4.666799 -2.687952 -3.633357 0.1850 0.5875 -0.1662 0.18
H -0.524150 -1.101623 -4.406894 -0.0610 0.0773 0.2119 0.23
H 0.930199 -0.733273 -2.409520 0.1924 0.0181 0.0176 0.23
H -3.404291 -1.278682 0.854904 0.7599 0.0360 0.1485 0.24
H -2.048327 -1.192131 6.463989 -0.1932 -0.0013 1.0747 0.23
H -0.938760 0.832592 5.576606 0.1886 0.5073 0.3577 0.23
H 0.366329 1.199772 2.483771 -0.8941 -0.6110 0.5094 0.52
H 5.002477 0.866888 -0.201567 -0.0188 -0.1499 -0.1533 0.22
H 3.402668 1.376476 -0.818453 0.2004 -0.2545 -0.2926 0.22
H 3.685809 1.294544 0.884370 0.1160 -0.3858 -0.3296 0.23
H 4.928101 -1.538192 1.310807 -0.6313 0.1077 -0.0258 0.22
H 3.303891 -2.248047 1.433295 -0.2233 -0.5708 -0.0261 0.22
H 3.605286 -0.660073 2.182553 0.2520 -0.7652 -1.1235 0.24
H 5.207209 -1.389420 -0.975024 0.7899 0.0062 0.1690 0.22
H 3.869541 -2.488475 -1.206008 -0.0544 0.7624 -0.1700 0.22
H 4.032933 -0.913824 -2.142459 -0.3162 -0.2400 0.0224 0.22
```
Positions in Å, forces in eV/Å.

SMILES	COc1ccc2c(cc(-c3nc(Cl)ccc3O)n2C(=O)OC(C)(C)C)n1
charge	0
energy above the lowest of the compared OMol25 structures with the same formula, charge and spin	0.00	kcal/mol
2S+1	1
E_LUMO	0.219	eV
E_tot	-1622.1499	a.u.
orbital gap	8.63	eV



The following is a DFT calculation (wB97M-V/def2-TZVPD) of a single C4H7ClN2 molecule in a non-equilibrium geometry.

Structure (XYZ):
```
14
Properties=species:S:1:pos:R:3:forces:R:3:nbo_charge:R:1
C -0.820449 1.312075 0.071419 -0.1841 1.5416 -0.2832 -0.64
C -0.392976 -0.130059 -0.101790 -0.8025 -0.5320 0.6238 -0.01
Cl -1.939512 -1.132261 -0.024282 0.3693 0.1547 -0.2662 -0.10
C 0.409843 -0.482550 1.208236 1.5071 2.6310 -3.8074 -0.30
N 1.652082 -0.987961 0.674123 0.7342 -0.7521 0.9540 -0.11
N 1.704944 -1.065291 -0.533250 1.0405 -0.7006 -1.8259 -0.11
C 0.515304 -0.619989 -1.294504 -0.3855 -0.1361 0.6222 -0.34
H -0.980692 1.515554 1.134738 -0.2244 -0.2612 -0.0823 0.22
H -1.796182 1.469706 -0.397959 0.4023 0.3482 -0.2805 0.23
H -0.081131 2.132493 -0.194373 -0.6287 -1.2961 -0.2725 0.23
H 0.708920 0.463120 1.683480 -0.3993 -0.4986 0.3986 0.21
H -0.033415 -1.171759 1.809217 -1.2794 -1.7395 1.9119 0.23
H 0.163287 -1.431294 -2.028930 0.1174 0.8465 1.7435 0.25
H 0.889971 0.128210 -2.006127 -0.2671 0.3939 0.5641 0.23
```
Positions in Å, forces in eV/Å.

SMILES	CC1(Cl)CN=NC1
charge	0
energy above the lowest of the compared OMol25 structures with the same formula, charge and spin	56.87	kcal/mol
2S+1	1
E_LUMO	0.802	eV
E_tot	-726.2499	a.u.
orbital gap	9.83	eV



The following is a DFT calculation (wB97M-V/def2-TZVPD) of a single C8H8ClN3 molecule in a non-equilibrium geometry.

Structure (XYZ):
```
20
Properties=species:S:1:pos:R:3:forces:R:3:nbo_charge:R:1
N -2.960981 -1.791008 0.101232 0.2073 -0.2623 -0.9957 -0.80
C -1.852833 -0.960695 -0.115554 -1.2367 0.5387 0.1342 0.60
N -0.719444 -1.461689 0.212417 1.3167 1.5906 -0.1534 -0.54
C 0.425719 -0.583787 0.162602 0.8052 -0.3896 -0.1091 0.16
C 1.729578 -1.149961 0.085925 -0.7098 1.7586 -0.2298 -0.24
C 2.864048 -0.342179 0.028434 -0.4219 0.4451 0.2594 -0.02
Cl 4.407311 -1.161314 -0.140383 -0.2135 0.3716 0.1993 -0.01
C 2.772485 1.066530 0.039418 1.0876 -1.0753 0.1934 -0.25
C 1.486952 1.591072 -0.052379 0.5725 0.7034 0.3931 -0.20
C 0.335705 0.828682 0.143432 -1.6579 -0.8623 -0.7524 -0.08
C -1.143442 1.314262 0.217608 -0.0139 -1.5211 0.5339 -0.22
N -2.075856 0.390958 -0.607261 0.2334 -0.0848 2.4807 -0.64
H -3.817067 -1.541522 -0.369429 0.0117 0.2823 -0.0804 0.37
H -2.749680 -2.779857 -0.093849 0.0626 0.7790 0.4524 0.40
H 1.877291 -2.180361 -0.021319 -0.1126 -1.4098 0.0532 0.23
H 3.705136 1.707209 0.179442 -1.5112 -0.9131 -0.7378 0.24
H 1.547936 2.644411 -0.320328 -0.9792 0.1042 0.5564 0.22
H -1.478964 1.368647 1.333366 0.4929 -0.0957 -1.8863 0.19
H -1.294035 2.225272 -0.281966 0.1529 1.5946 -0.1565 0.21
H -3.059856 0.815332 -0.501410 1.9138 -1.5541 -0.1545 0.39
```
Positions in Å, forces in eV/Å.

SMILES	NC1=Nc2cc(Cl)ccc2CN1
charge	0
energy above the lowest of the compared OMol25 structures with the same formula, charge and spin	26.31	kcal/mol
2S+1	1
E_LUMO	0.620	eV
E_tot	-934.0986	a.u.
orbital gap	8.86	eV



Repeat the first record exactly.
The following is a DFT calculation (wB97M-V/def2-TZVPD) of a single C6H12O molecule.

Structure (XYZ):
```
19
Properties=species:S:1:pos:R:3:forces:R:3:nbo_charge:R:1
C 2.136816 -0.416204 -0.065545 0.0660 -0.1002 -0.0424 -0.60
C 0.974522 0.566979 -0.139867 0.0493 0.0652 -0.0048 -0.40
C -0.413910 -0.048450 -0.181095 0.1046 0.0794 -0.0297 -0.08
C -0.885432 -0.630373 -1.504824 -0.0012 0.0327 0.0257 -0.60
C -0.870173 -0.725086 1.089318 -0.0273 -0.0696 0.1471 -0.44
C -1.384886 0.639731 0.758734 -0.2178 -0.1258 -0.2018 0.08
O -0.934955 1.693336 1.571550 -0.1944 0.1311 -0.0443 -0.71
H 2.177620 -1.089596 -0.928181 -0.0197 0.0936 0.0723 0.20
H 2.058769 -1.034521 0.835597 0.0174 0.0626 -0.1281 0.20
H 3.087773 0.126969 -0.015090 -0.1337 -0.1372 -0.0300 0.21
H 1.092042 1.233355 -1.006018 0.0025 -0.1194 0.0551 0.20
H 1.002167 1.204281 0.750364 0.2002 -0.0992 -0.2260 0.23
H -0.874496 0.109613 -2.315217 0.0233 -0.0269 0.1890 0.21
H -0.238338 -1.461799 -1.816728 -0.0756 0.1593 0.1132 0.21
H -1.903903 -1.033913 -1.437420 0.1697 0.1338 0.0811 0.21
H -0.150776 -0.812453 1.899703 -0.1489 0.1067 -0.0682 0.22
H -1.571683 -1.552327 1.010453 0.1509 0.1190 0.0032 0.22
H -2.427858 0.734222 0.459588 0.1011 -0.0887 -0.0244 0.17
H -0.873302 2.496238 1.034670 -0.0664 -0.2164 0.1129 0.47
```
Positions in Å, forces in eV/Å.

SMILES	CC[C@@]1(C)C[C@H]1O
charge	0
energy above the lowest of the compared OMol25 structures with the same formula, charge and spin	26.81	kcal/mol
2S+1	1
E_LUMO	0.910	eV
E_tot	-311.0165	a.u.
orbital gap	10.37	eV